Record 1
{
  "formula": "C24H45NP2SiSr",
  "method": "ωB97M-V/def2-TZVPD",
  "spin_multiplicity": 1,
  "lumo_energy_ev": 0.0,
  "e_homo_ev": -5.74,
  "relative_energy_kj_mol": 154.5,
  "e_tot_ha": -1999.044253,
  "gap_ev": 5.701,
  "symbols": ["P", "P", "C", "C", "H", "H", "H", "H", "C", "H", "H", "H", "C", "H", "H", "H", "C", "H", "H", "H", "C", "H", "H", "H", "Sr", "C", "C", "C", "C", "C", "C", "C", "C", "C", "H", "H", "H", "H", "H", "H", "H", "H", "H", "H", "H", "H", "H", "H", "H", "C", "Si", "C", "C", "N", "C", "C", "C", "C", "C", "C", "H", "H", "H", "H", "H", "H", "H", "H", "H", "H", "H", "H", "H", "H"],
  "xyz": [[2.02703, -2.89293, -1.95075], [2.75915, -3.42273, 1.44117], [3.19319, -4.20890, -1.29795], [2.89694, -4.75446, 0.09953], [4.19712, -3.74682, -1.31591], [3.15763, -5.02064, -2.03378], [1.95023, -5.32718, 0.13562], [3.70330, -5.46701, 0.35110], [4.25005, -2.39698, 1.02480], [4.50483, -1.75250, 1.88989], [4.14716, -1.75732, 0.12629], [5.08261, -3.09278, 0.83582], [3.55999, -4.33797, 2.82643], [4.53621, -4.73561, 2.48516], [2.91815, -5.16582, 3.15682], [3.75840, -3.66781, 3.67741], [3.06356, -2.47892, -3.42044], [2.47187, -1.92496, -4.15589], [3.45849, -3.39089, -3.90395], [3.90332, -1.83825, -3.12585], [0.76841, -3.96545, -2.78424], [-0.12913, -4.02715, -2.14133], [1.17274, -4.97882, -2.95715], [0.49237, -3.51465, -3.74920], [1.32382, -1.52528, 0.23512], [4.02660, 0.87416, -3.28244], [4.77355, 0.62611, -4.37652], [4.46937, 0.89398, -5.82930], [3.00275, 1.23607, -6.19373], [2.02493, 0.16226, -5.82175], [1.35224, 0.02575, -4.66702], [1.48129, 0.83876, -3.39692], [2.75155, 1.68148, -3.22358], [-1.25970, -1.01928, -0.53427], [4.42469, 0.58129, -2.29756], [5.78648, 0.21860, -4.22587], [4.76430, -0.00148, -6.40086], [5.13238, 1.68659, -6.22192], [2.73564, 2.20696, -5.76812], [2.93559, 1.37815, -7.28599], [1.83916, -0.55574, -6.63043], [0.57924, -0.76049, -4.60853], [1.39415, 0.13773, -2.53906], [0.56491, 1.45001, -3.32729], [2.76219, 2.50318, -3.94582], [2.70645, 2.15884, -2.23155], [-1.73956, -0.88967, 0.44631], [-1.91339, -1.57971, -1.20950], [-0.92274, -0.06364, -0.96930], [2.37739, 1.42553, 1.13334], [0.88205, 1.38683, 2.26342], [1.34132, 2.03410, 3.94931], [-0.48102, 2.47608, 1.58375], [0.35002, -0.29087, 2.30754], [-0.68345, -0.73851, 3.05514], [-0.95498, -2.14995, 3.10274], [-2.20306, -2.60450, 3.49857], [-3.15855, -1.71338, 3.99965], [-2.83631, -0.35944, 4.15929], [-1.59453, 0.11897, 3.75764], [2.98060, 2.30759, 1.39738], [2.08342, 1.54942, 0.07904], [3.03791, 0.54791, 1.24403], [1.52626, 3.11179, 3.85730], [0.55256, 1.89259, 4.69881], [2.25498, 1.56233, 4.33187], [-1.05229, 1.93926, 0.81522], [-1.19075, 2.79045, 2.36271], [-0.06950, 3.38756, 1.12870], [-0.15671, -2.83962, 2.79891], [-2.43749, -3.66695, 3.42822], [-4.14231, -2.07646, 4.31119], [-3.55007, 0.33338, 4.61051], [-1.33413, 1.16930, 3.92597]],
  "lowdin_charge": [0.75, 0.75, -0.44, -0.41, 0.07, 0.08, 0.09, 0.08, -0.31, 0.06, 0.02, 0.05, -0.28, 0.05, 0.05, 0.05, -0.27, 0.01, 0.06, 0.03, -0.25, 0.04, 0.05, 0.05, 0.94, -0.12, -0.11, -0.19, -0.20, -0.11, -0.13, -0.18, -0.19, -0.29, 0.10, 0.11, 0.11, 0.12, 0.10, 0.11, 0.11, 0.11, 0.07, 0.13, 0.10, 0.10, -0.08, -0.10, -0.11, -0.20, 0.34, -0.18, -0.17, -0.21, -0.43, -0.08, -0.13, -0.14, -0.12, -0.07, 0.04, 0.01, 0.00, 0.03, 0.03, 0.03, 0.03, 0.03, 0.02, 0.06, 0.09, 0.09, 0.10, 0.07]
}

***

Record 2
{
  "formula": "C24H45OPS3Zr",
  "method": "ωB97M-V/def2-TZVPD",
  "spin_multiplicity": 1,
  "lumo_energy_ev": -14.9,
  "e_homo_ev": -20.46,
  "e_tot_ha": -2598.206095,
  "charge": 4,
  "gap_ev": 5.539,
  "symbols": ["Zr", "C", "C", "S", "C", "C", "S", "C", "C", "S", "H", "H", "H", "H", "H", "H", "H", "H", "H", "H", "H", "H", "O", "P", "C", "C", "C", "C", "C", "C", "C", "C", "C", "C", "C", "C", "C", "C", "C", "C", "C", "C", "H", "H", "H", "H", "H", "H", "H", "H", "H", "H", "H", "H", "H", "H", "H", "H", "H", "H", "H", "H", "H", "H", "H", "H", "H", "H", "H", "H", "H", "H", "H", "H", "H"],
  "xyz": [[-0.03676, -0.45960, -1.58224], [0.92319, -3.23357, -3.54275], [1.92055, -2.22974, -4.09037], [2.18714, -0.79286, -2.97951], [2.03674, 0.68748, -4.05727], [0.72855, 0.84377, -4.81443], [-0.77077, 0.87562, -3.74096], [-1.90224, -0.37894, -4.47854], [-1.34474, -1.78627, -4.63616], [-0.70501, -2.53956, -3.08484], [0.72615, -4.01976, -4.27588], [1.27569, -3.72743, -2.63545], [2.89499, -2.71411, -4.18190], [1.65294, -1.84276, -5.07144], [2.23894, 1.53010, -3.39151], [2.87345, 0.64225, -4.75889], [0.73869, 1.79509, -5.34878], [0.56718, 0.05905, -5.55121], [-2.79593, -0.34967, -3.85220], [-2.19329, 0.01802, -5.45337], [-2.14795, -2.44528, -4.97248], [-0.54716, -1.84698, -5.37377], [0.61531, -1.12902, 0.13934], [0.09407, 0.03465, 1.14729], [0.88446, 1.48690, 0.34975], [0.50500, 2.83490, 1.01879], [1.71442, 3.36818, 1.79506], [2.89211, 3.67044, 0.85609], [2.98134, 2.65822, -0.30370], [2.40038, 1.31277, 0.13416], [0.38013, -0.31598, 2.86267], [-0.50699, -1.49862, 3.30567], [-0.43173, -1.56911, 4.84434], [0.97672, -1.24085, 5.38311], [2.06227, -1.50072, 4.34164], [1.89119, -0.59864, 3.10025], [-1.66665, 0.19440, 0.58542], [-2.27136, -1.11938, 0.07036], [-3.61221, -0.82480, -0.59813], [-4.58836, -0.13639, 0.39748], [-3.93885, 0.15109, 1.75066], [-2.61700, 0.91096, 1.61526], [0.40283, 1.52532, -0.69992], [-0.36474, 2.71732, 1.67161], [0.21669, 3.55674, 0.25267], [2.00339, 2.64998, 2.56805], [1.40675, 4.26965, 2.32344], [3.81916, 3.65627, 1.42741], [2.79652, 4.67684, 0.45025], [4.01290, 2.53288, -0.62932], [2.41778, 3.03030, -1.17118], [2.86199, 0.99559, 1.07165], [2.62714, 0.51682, -0.58285], [0.06087, 0.60179, 3.37721], [-0.12735, -2.41838, 2.85306], [-1.54892, -1.37472, 2.99781], [-0.74065, -2.56968, 5.14311], [-1.16526, -0.88198, 5.26775], [1.17572, -1.84614, 6.26436], [1.03007, -0.20457, 5.72488], [2.06094, -2.55057, 4.04654], [3.04687, -1.30159, 4.76149], [2.33933, -1.09827, 2.23478], [2.41341, 0.34867, 3.24387], [-1.63959, 0.88664, -0.30115], [-2.36474, -1.85321, 0.87209], [-1.60717, -1.65414, -0.66860], [-4.03762, -1.74846, -0.98953], [-3.44023, -0.15903, -1.46001], [-5.45769, -0.77431, 0.54261], [-4.95849, 0.79177, -0.03823], [-3.78944, -0.77453, 2.31286], [-4.61098, 0.76034, 2.35529], [-2.11975, 0.99000, 2.58325], [-2.80434, 1.92881, 1.27322]],
  "lowdin_charge": [1.44, -0.42, -0.40, 0.92, -0.42, -0.40, 0.87, -0.42, -0.40, 0.93, 0.13, 0.11, 0.12, 0.09, 0.09, 0.13, 0.12, 0.09, 0.09, 0.12, 0.12, 0.09, -0.47, 0.96, -0.38, -0.14, -0.15, -0.14, -0.16, -0.19, -0.34, -0.17, -0.15, -0.16, -0.16, -0.16, -0.37, -0.22, -0.15, -0.13, -0.16, -0.13, 0.07, 0.11, 0.14, 0.11, 0.14, 0.13, 0.13, 0.13, 0.11, 0.12, 0.07, 0.15, 0.13, 0.10, 0.13, 0.12, 0.13, 0.13, 0.13, 0.13, 0.11, 0.11, 0.11, 0.15, 0.03, 0.14, 0.10, 0.14, 0.13, 0.12, 0.15, 0.11, 0.14]
}